{"formula": "C57H66BaN5O7SSb", "method": "wB97M-V/def2-TZVPD", "symbols": ["Ba", "C", "C", "C", "C", "C", "C", "C", "C", "S", "C", "N", "C", "C", "C", "C", "C", "C", "C", "C", "H", "H", "H", "H", "H", "H", "H", "H", "H", "H", "H", "H", "H", "H", "H", "H", "C", "C", "C", "C", "C", "C", "C", "C", "N", "C", "C", "C", "C", "N", "C", "C", "C", "C", "C", "C", "C", "C", "H", "H", "H", "H", "H", "H", "H", "H", "H", "H", "H", "H", "H", "H", "H", "H", "H", "H", "H", "H", "H", "H", "H", "H", "O", "N", "N", "O", "C", "C", "C", "C", "C", "C", "H", "H", "H", "H", "H", "O", "C", "C", "O", "C", "C", "O", "C", "O", "O", "C", "C", "C", "Sb", "C", "C", "C", "C", "C", "C", "H", "H", "H", "H", "H", "H", "H", "H", "H", "H", "H", "H", "H", "H", "H", "H", "H", "H", "H", "H", "H"], "positions_angstrom": [[0.16, 0.63, -0.61], [-1.10, -6.36, -3.82], [-0.15, -5.94, -2.69], [-0.98, -5.49, -1.49], [0.69, -7.15, -2.26], [0.78, -4.85, -3.17], [1.53, -5.04, -4.35], [2.42, -4.10, -4.81], [2.57, -2.91, -4.10], [3.57, -1.54, -4.39], [2.90, -0.77, -2.94], [2.02, -1.48, -2.31], [1.81, -2.69, -2.95], [0.93, -3.66, -2.48], [3.30, 0.62, -2.65], [4.40, 1.15, -3.32], [4.69, 2.49, -3.21], [3.84, 3.30, -2.45], [2.76, 2.74, -1.78], [2.46, 1.36, -1.81], [-1.97, -6.88, -3.41], [-0.61, -7.04, -4.53], [-1.45, -5.49, -4.37], [-1.62, -6.31, -1.16], [-1.62, -4.64, -1.74], [-0.36, -5.19, -0.65], [0.04, -7.97, -1.95], [1.34, -6.89, -1.42], [1.32, -7.50, -3.07], [1.41, -5.96, -4.90], [2.98, -4.28, -5.72], [0.38, -3.45, -1.59], [5.04, 0.52, -3.94], [5.54, 2.92, -3.72], [4.02, 4.37, -2.39], [2.12, 3.40, -1.22], [-5.30, 1.84, -2.34], [-4.60, 0.83, -3.20], [-4.82, 0.77, -4.57], [-4.13, -0.14, -5.36], [-3.21, -0.99, -4.78], [-2.97, -0.97, -3.42], [-1.93, -1.87, -2.82], [-3.68, -0.06, -2.63], [-3.45, 0.13, -1.23], [-3.84, -0.63, -0.30], [-4.60, -1.93, -0.41], [-3.63, -0.08, 1.09], [-4.57, -0.59, 2.15], [-2.74, 0.83, 1.23], [-2.64, 1.56, 2.45], [-3.37, 2.75, 2.53], [-4.17, 3.22, 1.36], [-3.34, 3.45, 3.73], [-2.60, 2.99, 4.81], [-1.84, 1.84, 4.68], [-1.84, 1.11, 3.50], [-0.97, -0.10, 3.34], [-5.83, 2.57, -2.96], [-4.59, 2.37, -1.71], [-6.03, 1.36, -1.68], [-5.51, 1.47, -5.02], [-4.29, -0.15, -6.43], [-2.64, -1.67, -5.40], [-1.46, -2.49, -3.58], [-2.35, -2.52, -2.06], [-1.16, -1.31, -2.33], [-4.75, -2.21, -1.44], [-5.58, -1.84, 0.07], [-4.06, -2.72, 0.11], [-4.37, -1.64, 2.36], [-5.60, -0.52, 1.81], [-4.47, -0.03, 3.08], [-3.54, 3.34, 0.48], [-4.65, 4.17, 1.57], [-4.94, 2.50, 1.08], [-3.91, 4.37, 3.81], [-2.60, 3.54, 5.75], [-1.23, 1.49, 5.51], [-0.44, -0.31, 4.27], [-0.24, 0.07, 2.55], [-1.54, -0.98, 3.06], [-0.57, -1.80, 0.18], [0.41, -2.54, 0.49], [1.46, -1.92, 0.89], [1.59, -0.63, 1.04], [2.62, -2.73, 1.03], [2.53, -4.04, 1.49], [3.69, -4.79, 1.56], [4.91, -4.25, 1.19], [4.98, -2.94, 0.74], [3.83, -2.17, 0.66], [1.57, -4.44, 1.77], [3.64, -5.82, 1.92], [5.81, -4.85, 1.25], [5.92, -2.51, 0.45], [3.84, -1.15, 0.30], [-2.61, 5.39, -3.72], [-2.12, 4.44, -3.12], [-1.66, 3.13, -3.73], [-1.77, 2.82, -4.92], [-1.09, 2.33, -2.64], [-1.14, 3.10, -1.42], [-0.65, 2.74, -0.29], [-1.86, 4.34, -1.64], [-2.22, 5.16, -0.78], [-0.66, 1.14, -2.75], [0.90, 3.72, 5.77], [1.96, 2.77, 5.25], [2.03, 1.56, 6.17], [1.62, 2.12, 3.17], [1.68, 4.10, 2.25], [0.31, 4.76, 2.24], [2.75, 5.02, 2.83], [3.74, 1.71, 2.83], [4.08, 1.88, 1.36], [4.10, 0.29, 3.27], [1.08, 3.95, 6.83], [-0.10, 3.27, 5.71], [0.87, 4.66, 5.23], [2.93, 3.28, 5.24], [1.08, 1.03, 6.18], [2.25, 1.86, 7.20], [2.79, 0.84, 5.87], [1.94, 3.87, 1.22], [-0.10, 4.89, 3.24], [-0.40, 4.17, 1.65], [0.36, 5.74, 1.77], [2.53, 5.32, 3.85], [2.82, 5.94, 2.23], [3.74, 4.56, 2.82], [4.29, 2.43, 3.43], [3.46, 1.25, 0.72], [5.12, 1.61, 1.17], [3.95, 2.91, 1.01], [3.41, -0.44, 2.86], [4.10, 0.18, 4.36], [5.10, 0.03, 2.92]], "total_energy_ha": -3676.0330, "spin_multiplicity": 1, "orbital_gap_ev": 5.34, "homo_ev": -1.694, "total_charge": -2, "lumo_ha": 0.1340}